(1)
17
Properties=species:S:1:pos:R:3:lowdin_charge:R:1 method="wB97M-V/def2-TZVPD" spin_multiplicity=2 s_squared=0.76 energy_ev=-70074.540 e_above_lowest_kcal_mol=0.0 homo_lumo_gap_ev="6.81 / 4.24"
Cu -6.215 -3.047 23.010 0.349
Cl -5.853 -0.713 23.628 -0.230
O -4.259 -2.911 21.992 0.037
C -3.463 -3.419 21.022 -0.701
O -2.799 -2.687 20.278 0.231
O -3.380 -4.649 20.788 0.237
H -3.958 -1.967 21.959 0.088
N -0.889 2.219 22.541 -0.003
C -1.797 2.855 21.759 -0.145
C -2.856 1.995 21.585 -0.101
C -2.531 0.752 22.216 -0.101
C -1.289 0.935 22.774 -0.138
H -0.007 2.638 22.770 0.145
H -1.726 3.898 21.503 0.105
H -3.798 2.172 21.091 0.091
H -3.192 -0.092 22.218 0.033
H -0.670 0.243 23.321 0.104

(2)
63
Properties=species:S:1:pos:R:3:lowdin_charge:R:1 method="wB97M-V/def2-TZVPD" charge=+1 spin_multiplicity=2 s_squared=0.77 energy_ev=-91047.119 e_above_lowest_kcal_mol=0.0 homo_lumo_gap_ev="8.68 / 6.37"
Hg 0.890 -0.093 0.161 0.938
N -0.418 -2.371 1.203 -0.015
C -1.601 -1.617 1.620 -0.267
C -1.263 -0.757 2.825 -0.188
N -0.348 0.362 2.508 -0.212
C 0.747 0.455 3.473 -0.191
C 1.787 -0.629 3.246 -0.220
N 2.366 -0.543 1.894 -0.048
C -1.129 1.609 2.420 -0.193
C -0.377 2.812 1.877 -0.251
N 0.077 2.564 0.513 -0.007
H -0.593 -2.896 0.352 0.051
H -0.172 -3.047 1.919 0.082
H -2.448 -2.263 1.877 0.121
H -1.920 -0.976 0.792 0.080
H -0.812 -1.400 3.586 0.119
H -2.181 -0.361 3.270 0.125
H 0.387 0.402 4.509 0.137
H 1.237 1.423 3.355 0.112
H 1.342 -1.618 3.347 0.101
H 2.557 -0.541 4.017 0.126
H 2.863 -1.396 1.667 0.094
H 3.050 0.209 1.828 0.058
H -1.550 1.869 3.402 0.131
H -1.972 1.403 1.754 0.122
H 0.503 3.032 2.483 0.102
H -1.041 3.679 1.972 0.121
H 0.691 3.303 0.193 0.079
H -0.702 2.524 -0.138 0.053
C 3.825 2.160 -0.005 -0.135
C 4.820 1.289 0.495 -0.065
C 4.812 0.069 -0.279 -0.121
C 3.857 0.198 -1.235 -0.123
C 3.233 1.528 -1.077 -0.132
H 3.625 3.159 0.351 0.098
H 5.508 1.515 1.298 0.109
H 5.473 -0.770 -0.131 0.103
H 3.613 -0.505 -2.016 0.096
H 2.522 1.958 -1.767 0.090
Ge -0.204 -0.355 -2.082 0.797
C -0.857 -2.185 -2.225 -0.403
C 0.046 -3.159 -2.652 -0.139
C -0.329 -4.492 -2.736 -0.079
C -1.619 -4.872 -2.393 -0.079
C -2.530 -3.916 -1.970 -0.079
C -2.151 -2.582 -1.887 -0.131
C -1.506 1.082 -2.272 -0.403
C -2.773 1.076 -1.688 -0.131
C -3.624 2.166 -1.821 -0.080
C -3.219 3.282 -2.537 -0.079
C -1.960 3.307 -3.120 -0.079
C -1.113 2.215 -2.989 -0.145
H 0.864 -0.140 -3.172 -0.035
H 1.057 -2.875 -2.928 0.092
H 0.382 -5.233 -3.075 0.107
H -1.917 -5.910 -2.467 0.108
H -3.541 -4.206 -1.712 0.108
H -2.883 -1.854 -1.562 0.082
H -3.108 0.226 -1.107 0.076
H -4.606 2.141 -1.367 0.107
H -3.885 4.128 -2.648 0.108
H -1.642 4.173 -3.686 0.108
H -0.137 2.242 -3.462 0.089

(3)
11
Properties=species:S:1:pos:R:3:lowdin_charge:R:1 method="wB97M-V/def2-TZVPD" smiles="C#CCC(N)=O" energy_ev=-7765.328 e_above_lowest_kcal_mol=27.6 homo_lumo_gap_ev=10.71
C 2.276 0.468 -0.312 0.112
C 1.300 -0.212 -0.123 -0.153
C 0.082 -1.019 -0.068 -0.117
C -1.211 -0.281 0.291 -0.547
N -1.179 1.069 0.159 0.168
O -2.204 -0.904 0.614 0.046
H 3.144 1.043 -0.546 0.029
H 0.164 -1.872 0.611 0.128
H -0.058 -1.438 -1.073 0.135
H -2.002 1.585 0.430 0.114
H -0.311 1.561 0.017 0.085

(4)
19
Properties=species:S:1:pos:R:3:lowdin_charge:R:1 method="wB97M-V/def2-TZVPD" smiles="C/C=C/C[C@@H](C)O" energy_ev=-8462.220 e_above_lowest_kcal_mol=49.2 homo_lumo_gap_ev=9.79
C -0.349 -0.352 2.526 -0.100
C -0.683 -0.463 1.068 -0.243
C 0.077 -1.142 0.196 -0.148
C -0.141 -1.061 -1.280 -0.134
C 0.475 0.330 -1.599 -0.454
C -0.176 1.452 -0.818 -0.075
O 1.890 0.259 -1.579 -0.030
H -0.824 0.490 3.043 0.073
H 0.731 -0.290 2.695 0.077
H -0.715 -1.276 2.979 0.076
H -1.718 -0.226 0.807 0.120
H 1.075 -1.460 0.504 0.120
H -1.202 -1.066 -1.563 0.118
H 0.368 -1.858 -1.840 0.115
H 0.156 0.787 -2.542 0.131
H -0.316 1.122 0.317 0.081
H 0.404 2.378 -0.958 0.089
H -1.198 1.576 -1.220 0.093
H 2.238 0.714 -0.804 0.092

(5)
10
Properties=species:S:1:pos:R:3:lowdin_charge:R:1 method="wB97M-V/def2-TZVPD" smiles=OOOPNS energy_ev=-27814.802 e_above_lowest_kcal_mol=163.9 homo_lumo_gap_ev=9.28
O -3.053 -0.626 0.453 0.015
O -1.745 -0.624 -0.055 -0.224
O -1.225 0.600 -0.330 -0.417
P 0.106 0.909 0.645 0.928
N 1.542 0.073 -0.349 -0.740
S 2.648 -0.914 0.384 0.623
H -3.590 -1.092 -0.179 0.092
H 0.643 2.112 0.140 -0.065
H 1.141 -0.447 -1.121 -0.013
H 3.532 0.008 0.412 -0.201

(6)
77
Properties=species:S:1:pos:R:3:lowdin_charge:R:1 method="wB97M-V/def2-TZVPD" charge=-2 energy_ev=-442633.862 e_above_lowest_kcal_mol=89.1 homo_lumo_gap_ev=4.37
Zr -0.107 -0.153 -0.233 1.209
Se -3.424 2.824 1.349 -0.333
Sb -1.215 1.704 1.516 0.087
Se -2.127 -0.846 1.171 0.128
Se 0.355 3.065 0.156 0.053
Se 0.056 4.126 2.122 -0.095
Cl 3.831 3.618 -4.275 0.629
C 3.265 2.478 -3.108 -0.714
C 4.164 1.676 -2.429 -0.715
Cl 5.864 1.835 -2.726 0.618
C 3.706 0.720 -1.524 -0.609
Cl 4.839 -0.279 -0.672 0.681
C 2.346 0.527 -1.310 -0.438
O 1.834 -0.419 -0.580 -0.317
C 1.429 1.408 -1.962 -0.508
O 0.167 1.258 -1.653 -0.462
C 1.899 2.360 -2.856 -0.623
Cl 0.761 3.376 -3.677 0.695
C -0.303 -0.099 -4.278 -0.162
Si 0.285 -1.660 -3.315 0.559
C 2.213 -1.712 -3.299 -0.151
C -0.072 -3.032 -4.619 -0.202
C -0.645 -1.992 -1.700 -0.440
C -1.978 -1.382 -1.774 -0.534
C -3.191 -2.074 -1.900 -0.067
C -4.379 -1.381 -1.927 -0.074
C -4.367 0.007 -1.836 -0.068
C -3.148 0.633 -1.678 -0.169
N -1.996 -0.030 -1.650 -0.098
Si -0.546 -3.752 -1.035 0.515
C -1.086 -5.230 -2.158 -0.189
C 1.313 -4.097 -0.697 -0.161
C -1.496 -4.191 0.576 -0.202
H 0.524 0.393 -4.787 0.024
H -0.772 0.634 -3.629 -0.001
H -1.039 -0.373 -5.029 0.024
H 2.639 -0.778 -3.658 0.027
H 2.565 -2.502 -3.954 0.022
H 2.632 -1.905 -2.319 0.004
H 0.197 -2.687 -5.612 0.016
H -1.117 -3.314 -4.642 0.018
H 0.512 -3.924 -4.420 0.001
H -3.170 -3.152 -1.949 0.086
H -5.312 -1.920 -2.017 0.098
H -5.273 0.587 -1.833 0.096
H -3.079 1.717 -1.548 0.089
H -0.450 -5.318 -3.030 -0.006
H -2.109 -5.134 -2.508 0.010
H -1.018 -6.164 -1.606 0.016
H 1.754 -4.649 -1.520 0.023
H 1.467 -4.675 0.211 0.020
H 1.861 -3.168 -0.595 -0.007
H -2.572 -4.091 0.448 0.018
H -1.231 -3.534 1.400 -0.050
H -1.277 -5.212 0.888 0.023
Br 2.602 -5.366 4.214 0.681
C 1.941 -3.816 3.311 -0.680
C 0.678 -3.340 3.589 -0.107
C 0.227 -2.253 2.846 -0.200
N 0.940 -1.663 1.895 0.013
C 2.186 -2.090 1.711 -0.160
C 2.736 -3.168 2.386 -0.112
H 0.037 -3.801 4.323 0.101
H -0.762 -1.861 3.050 0.021
H 2.809 -1.545 1.011 0.072
H 3.740 -3.495 2.168 0.102
C 2.324 2.105 4.824 -0.061
N 2.945 2.189 3.513 -0.202
C 3.465 3.487 3.131 -0.091
C 2.290 1.516 2.602 -0.334
N 1.743 0.830 1.848 0.116
H 3.079 2.306 5.587 0.079
H 1.925 1.099 4.962 0.093
H 1.504 2.827 4.919 0.080
H 4.286 3.747 3.804 0.078
H 2.682 4.258 3.175 0.020
H 3.835 3.445 2.108 0.095

(7)
68
Properties=species:S:1:pos:R:3:lowdin_charge:R:1 method="wB97M-V/def2-TZVPD" charge=+1 energy_ev=-36132.198 e_above_lowest_kcal_mol=0.0 homo_lumo_gap_ev=5.92
C 4.065 -4.173 0.042 -0.153
C 5.266 -3.260 -0.178 -0.146
N 4.916 -1.898 0.108 -0.073
C 5.890 -0.848 0.303 -0.112
C 5.034 0.431 0.471 -0.079
C 3.634 -0.019 0.207 -0.135
C 2.428 0.638 0.127 0.057
C 1.225 -0.084 -0.175 -0.177
C -0.032 0.594 -0.135 0.085
C -1.260 -0.032 0.194 -0.162
C -2.514 0.667 0.060 0.058
C -3.709 0.001 0.136 -0.131
C -3.690 -1.380 0.393 -0.118
N -4.933 -1.898 0.369 -0.059
C -5.233 -3.279 0.611 -0.141
C -3.998 -4.144 0.378 -0.150
C -2.700 -3.559 0.973 -0.125
C -2.524 -2.107 0.672 -0.130
C -1.335 -1.391 0.681 0.051
C -5.942 -0.883 0.158 -0.106
C -5.132 0.421 -0.034 -0.075
C 1.345 -1.483 -0.495 0.028
C 2.539 -2.176 -0.342 -0.134
C 3.661 -1.410 0.002 -0.125
C 2.754 -3.638 -0.571 -0.129
H 4.290 -5.156 -0.382 0.117
H 3.925 -4.308 1.121 0.121
H 6.097 -3.535 0.485 0.131
H 5.629 -3.356 -1.218 0.136
H 6.507 -1.064 1.186 0.127
H 6.562 -0.777 -0.568 0.129
H 5.147 0.827 1.487 0.123
H 5.355 1.207 -0.231 0.123
H 2.365 1.708 0.330 0.107
H -0.029 1.645 -0.447 0.079
H -2.521 1.737 -0.106 0.078
H -5.603 -3.413 1.643 0.137
H -6.048 -3.570 -0.066 0.134
H -4.181 -5.136 0.800 0.119
H -3.867 -4.268 -0.704 0.123
H -2.718 -3.703 2.064 0.131
H -1.843 -4.124 0.590 0.121
H -0.429 -1.876 1.038 0.123
H -6.548 -1.129 -0.728 0.131
H -6.619 -0.823 1.025 0.132
H -5.431 1.169 0.708 0.125
H -5.318 0.842 -1.029 0.126
H 0.467 -2.018 -0.859 0.123
H 2.767 -3.834 -1.653 0.129
H 1.910 -4.203 -0.159 0.119
O 1.766 3.699 1.359 -0.090
C 1.670 4.801 0.463 -0.200
C 0.727 4.420 -0.664 -0.307
C -0.080 5.586 -1.240 -0.130
C -1.480 5.038 -1.528 -0.152
C -1.574 3.694 -0.804 -0.212
N -0.245 3.360 -0.272 -0.057
H 2.393 3.931 2.064 0.108
H 1.282 5.682 1.003 0.124
H 2.658 5.017 0.023 0.131
H 1.334 3.980 -1.465 0.141
H -0.133 6.392 -0.500 0.110
H 0.408 5.988 -2.133 0.118
H -2.280 5.703 -1.197 0.110
H -1.604 4.889 -2.601 0.109
H -2.331 3.717 -0.004 0.117
H -1.865 2.923 -1.524 0.103
H -0.263 3.249 0.738 0.116

(8)
80
Properties=species:S:1:pos:R:3:lowdin_charge:R:1 method="wB97M-V/def2-TZVPD" spin_multiplicity=3 s_squared=2.05 energy_ev=-89986.217 e_above_lowest_kcal_mol=44.6 homo_lumo_gap_ev="5.16 / 7.37"
Ti 0.467 -0.295 0.134 0.878
O 4.026 -2.910 -0.155 0.061
C 3.113 -3.855 -0.480 -0.261
C 3.541 -5.173 -0.354 -0.012
C 2.687 -6.205 -0.679 -0.076
C 1.394 -5.947 -1.140 -0.086
C 0.970 -4.640 -1.264 -0.024
C 1.814 -3.578 -0.936 -0.084
C 1.370 -2.171 -1.057 -0.419
O 2.080 -1.205 -0.515 -0.171
N 0.227 -1.933 -1.671 0.095
N -0.151 -0.578 -1.726 -0.113
C -0.786 -0.285 -2.820 -0.044
C -1.496 0.957 -3.097 -0.269
C -2.034 1.139 -4.372 -0.012
C -2.725 2.305 -4.645 -0.057
C -2.870 3.248 -3.639 -0.048
C -2.293 2.978 -2.406 -0.122
N -1.617 1.867 -2.140 0.121
H 3.622 -2.031 -0.271 0.075
H 4.550 -5.356 -0.001 0.121
H 3.030 -7.228 -0.577 0.105
H 0.726 -6.762 -1.393 0.101
H -0.028 -4.410 -1.612 0.113
H -0.813 -1.061 -3.575 0.129
H -1.898 0.372 -5.129 0.116
H -3.142 2.477 -5.629 0.109
H -3.413 4.171 -3.798 0.105
H -2.370 3.694 -1.590 0.106
O 0.035 0.799 2.877 -0.054
N 0.858 0.945 1.726 -0.235
C 2.108 1.274 2.133 -0.115
C 3.075 1.825 1.256 -0.234
C 4.388 2.022 1.757 -0.052
C 5.371 2.596 0.992 -0.095
C 5.094 2.991 -0.325 -0.095
C 3.821 2.801 -0.839 -0.098
C 2.792 2.229 -0.084 -0.283
P 1.081 2.064 -0.737 1.100
C 1.286 2.534 -2.470 -0.382
C 0.958 3.791 -2.961 -0.084
C 1.141 4.085 -4.307 -0.073
C 1.650 3.121 -5.169 -0.083
C 1.981 1.860 -4.682 -0.071
C 1.795 1.565 -3.338 -0.104
C 0.237 3.460 0.117 -0.332
C 0.896 4.669 0.303 -0.084
C 0.299 5.702 1.024 -0.072
C -0.957 5.525 1.581 -0.083
C -1.622 4.312 1.411 -0.078
C -1.030 3.290 0.683 -0.128
H -0.694 1.402 2.687 0.086
H 2.340 1.153 3.183 0.122
H 4.601 1.710 2.775 0.109
H 6.362 2.742 1.408 0.100
H 5.862 3.445 -0.940 0.096
H 3.631 3.117 -1.858 0.098
H 0.553 4.545 -2.292 0.100
H 0.886 5.070 -4.682 0.104
H 1.787 3.352 -6.219 0.102
H 2.381 1.107 -5.349 0.106
H 2.061 0.586 -2.959 0.105
H 1.894 4.805 -0.102 0.111
H 0.829 6.638 1.161 0.104
H -1.418 6.323 2.154 0.103
H -2.604 4.164 1.845 0.107
H -1.557 2.356 0.541 0.098
O -2.745 -1.740 2.075 0.105
C -1.640 -1.481 1.679 -0.538
O -1.332 -0.663 0.686 -0.144
C -0.416 -2.066 2.342 -0.174
C -0.511 -2.780 3.514 0.023
C 0.667 -3.169 4.129 -0.034
C 1.877 -2.825 3.552 -0.027
C 1.875 -2.107 2.370 -0.081
N 0.741 -1.740 1.773 0.047
H -1.493 -2.995 3.916 0.127
H 0.643 -3.727 5.059 0.113
H 2.820 -3.101 4.004 0.112
H 2.792 -1.813 1.884 0.115

(9)
13
Properties=species:S:1:pos:R:3:lowdin_charge:R:1 method="wB97M-V/def2-TZVPD" charge=+1 smiles="C1=NC[N@@H+]2C[C@H]12" energy_ev=-7231.740 e_above_lowest_kcal_mol=92.2 homo_lumo_gap_ev=11.98
C 0.261 -0.607 1.514 -0.057
N -0.894 -1.048 1.305 0.110
C -1.415 -0.501 0.005 -0.015
N -0.297 0.568 -0.505 0.005
C 1.129 0.259 -1.130 0.114
C 0.847 0.409 0.428 -0.087
H 0.974 -0.787 2.326 0.133
H -1.516 -1.228 -0.751 0.111
H -2.387 -0.033 0.163 0.134
H -0.884 1.399 -0.740 0.195
H 1.079 -0.656 -1.659 0.105
H 1.745 0.892 -1.681 0.102
H 1.358 1.334 0.724 0.151

(10)
7
Properties=species:S:1:pos:R:3:lowdin_charge:R:1 method="wB97M-V/def2-TZVPD" spin_multiplicity=3 s_squared=2.01 energy_ev=-34654.662 e_above_lowest_kcal_mol=52.9 homo_lumo_gap_ev="6.57 / 5.39"
C -0.493 0.223 -0.285 -2.254
P 1.173 0.494 0.690 0.530
I -1.473 -1.761 -0.163 0.698
I -1.686 1.484 0.962 0.631
I -0.387 0.820 -2.317 0.583
H 2.119 -0.117 -0.212 -0.149
H 0.747 -1.143 1.324 -0.039

(11)
62
Properties=species:S:1:pos:R:3:lowdin_charge:R:1 method="wB97M-V/def2-TZVPD" charge=-1 energy_ev=-80122.119 homo_lumo_gap_ev="6.85 / 7.02"
Ir 0.350 0.713 -0.432 1.222
O 4.382 1.365 0.373 0.057
C 3.298 0.922 0.714 -0.607
O 2.460 0.360 -0.075 -0.201
C 2.916 0.992 2.185 -0.041
C 3.918 0.968 3.122 0.073
C 3.637 1.054 4.494 -0.158
C 2.323 1.196 4.920 0.081
C 1.303 1.203 3.994 -0.078
C 1.539 1.109 2.573 -0.291
O 0.568 1.201 1.774 -0.126
N -0.034 1.308 4.474 -0.354
O -0.216 1.958 5.491 0.064
O -0.917 0.728 3.872 0.073
N 4.677 0.970 5.454 -0.375
O 4.376 1.047 6.637 0.046
O 5.822 0.810 5.060 0.057
H 4.950 0.886 2.807 0.131
H 2.093 1.282 5.973 0.131
C 0.374 2.941 -1.081 -0.071
C -1.040 3.011 -1.224 -0.360
C -1.889 3.061 -0.089 -0.059
C -3.255 3.076 -0.233 -0.085
C -3.833 3.082 -1.497 -0.084
C -3.020 3.051 -2.625 -0.090
C -1.653 3.013 -2.501 -0.054
H 0.804 3.372 -0.185 0.069
H 0.971 3.056 -1.976 0.069
H -1.437 3.051 0.892 0.107
H -3.888 3.069 0.642 0.103
H -4.907 3.084 -1.602 0.098
H -3.471 3.044 -3.606 0.099
H -1.020 2.977 -3.375 0.108
Cl 1.177 -0.995 -2.433 0.826
C 0.059 -1.856 -3.449 -0.514
C 0.284 -1.789 -4.817 -0.113
C -0.604 -2.350 -5.713 -0.096
C -1.742 -2.982 -5.238 -0.114
C -1.938 -3.088 -3.879 -0.574
Cl -3.340 -3.917 -3.297 0.728
C -1.044 -2.556 -2.931 -0.273
N -1.333 -2.731 -1.606 0.070
C -0.465 -2.615 -0.518 -0.253
C 0.737 -3.319 -0.518 -0.064
C 1.580 -3.260 0.576 -0.077
C 1.227 -2.497 1.676 -0.075
C 0.033 -1.799 1.687 -0.043
C -0.838 -1.850 0.600 -0.196
C -2.166 -1.156 0.651 -0.045
C -2.534 -0.465 -0.695 -0.681
O -3.673 -0.555 -1.115 0.041
O -1.575 0.138 -1.268 -0.175
H 1.160 -1.268 -5.168 0.101
H -0.422 -2.280 -6.773 0.100
H -2.470 -3.397 -5.916 0.101
H -2.322 -2.745 -1.390 0.099
H 0.999 -3.916 -1.381 0.116
H 2.503 -3.822 0.571 0.104
H 1.888 -2.448 2.527 0.106
H -0.255 -1.219 2.551 0.098
H -2.135 -0.370 1.409 0.120
H -2.969 -1.853 0.907 0.128

(12)
13
Properties=species:S:1:pos:R:3:lowdin_charge:R:1 method="wB97M-V/def2-TZVPD" charge=-1 smiles=CCNC[O-] energy_ev=-6776.946 e_above_lowest_kcal_mol=24.1 homo_lumo_gap_ev=6.57
C 1.465 -0.083 1.810 -0.138
C 0.401 -0.466 0.656 -0.339
N 0.278 0.690 -0.220 -0.109
C -0.760 0.435 -1.303 -0.597
O -1.524 -0.656 -1.190 -0.350
H 1.507 -0.840 2.579 0.027
H 1.233 0.891 2.234 0.036
H 2.457 -0.110 1.241 0.070
H -0.666 -0.824 1.098 0.128
H 0.885 -1.366 0.251 0.085
H -0.297 1.343 0.287 0.050
H -0.197 0.494 -2.310 0.061
H -1.311 1.508 -1.295 0.075